60
Properties=species:S:1:pos:R:3 method="wB97M-V/def2-TZVPD" mol_weight_g_mol=698.8 total_energy_ha=-5223.393663 lumo_energy_ev="-0.45 / -3.23" total_charge=0 fmax_ev_per_a=1.4 s2=0.758 spin_multiplicity=2 e_above_lowest_ev=0.000
Sn -0.168 0.034 -0.213
C 2.188 2.538 -1.696
C 0.966 3.091 -0.979
C 1.244 4.471 -0.394
C -0.244 3.130 -1.900
O 0.600 2.217 0.115
Ge 1.594 1.675 1.618
O 0.081 0.664 2.051
C -1.023 0.923 2.954
C -0.432 1.167 4.338
C -1.880 -0.332 2.950
C -1.800 2.135 2.463
O 2.162 0.244 0.592
C 3.014 -0.887 0.905
C 4.374 -0.335 1.316
C 3.126 -1.698 -0.378
C 2.386 -1.704 2.022
H 2.454 3.185 -2.534
H 3.044 2.477 -1.024
H 1.996 1.536 -2.091
H 1.500 5.171 -1.190
H 0.367 4.848 0.131
H 2.081 4.435 0.305
H -0.099 3.862 -2.696
H -0.397 2.157 -2.383
H -1.144 3.393 -1.344
H 0.132 0.297 4.671
H 0.231 2.034 4.333
H -1.230 1.358 5.056
H -1.276 -1.206 3.198
H -2.678 -0.244 3.688
H -2.356 -0.488 1.978
H -1.159 3.017 2.414
H -2.222 1.957 1.471
H -2.626 2.350 3.142
H 4.809 0.251 0.506
H 4.289 0.299 2.200
H 5.051 -1.156 1.552
H 3.387 -1.047 -1.213
H 3.899 -2.460 -0.276
H 2.197 -2.227 -0.603
H 2.282 -1.117 2.936
H 1.398 -2.074 1.733
H 3.006 -2.575 2.239
O -0.445 -3.227 -3.133
P -0.870 -2.113 -2.207
O -0.482 -2.481 -0.683
O -0.177 -0.783 -2.413
O -2.418 -1.918 -2.240
P -3.132 -0.505 -1.681
O -2.839 0.469 -2.895
O -4.543 -0.697 -1.427
O -2.215 -0.078 -0.503
H -0.442 -4.226 -2.738
H -1.900 0.476 -3.145
O -0.467 -6.427 0.226
S -0.015 -5.348 -0.590
O -0.419 -5.460 -1.999
O 1.314 -4.839 -0.415
S -1.267 -3.758 0.178